This record from the Open Molecules 2025 dataset describes an isolated molecule of C3HNS. The level of theory is ωB97M-V/def2-TZVPD.

Output
total charge = 0
calculated total energy = -567.7124 a.u.
frontier orbital gap = 9.01 eV

XYZ file:
```
6
Properties=species:S:1:pos:R:3:forces:R:3
C 0.267698 0.328262 -0.060276 -0.8 3.5 0.6
C 0.436504 -1.062973 -0.189108 -0.1 1.0 -0.1
C -0.771508 0.748836 1.058252 0.6 -0.1 -0.7
N 0.391637 -2.197652 -0.159143 0.2 -1.8 -0.1
S -1.423767 1.073796 -0.454570 1.3 -0.8 0.3
H 1.099435 1.109733 -0.195156 -1.2 -1.8 0.1
```
Forces are in eV/Å.

---

This record from the Open Molecules 2025 dataset describes a cluster of 8 separate species, C3H19NO10 in total. The level of theory is ωB97M-V/def2-TZVPD.

Output
total charge = 0
SMILES string = CC(=O)NC(=O)O.O.O.O.O.O.O.O
calculated total energy = -932.9538 a.u.
frontier orbital gap = 11.14 eV

XYZ file:
```
33
Properties=species:S:1:pos:R:3:forces:R:3
O -1.144255 -1.774321 -1.357754 -1.7 -1.0 -0.4
C -0.026891 -1.339584 -1.323403 1.0 0.4 1.1
N 0.221313 -0.392868 -0.335390 1.6 0.8 -0.2
C 1.442918 0.310563 -0.153049 -1.6 0.4 1.3
O 1.368791 1.242591 0.836972 -0.4 -0.6 -0.2
O 2.427260 0.146931 -0.799034 0.8 -0.1 -0.5
C 1.078290 -1.797050 -2.195280 1.8 0.2 -1.8
H -0.570485 -0.141922 0.257296 0.0 -0.3 -0.2
H 0.695129 1.015616 1.651569 0.0 0.0 -1.0
H 0.840893 -2.690522 -2.816984 -0.5 0.9 0.5
H 1.435419 -0.935828 -2.882393 -0.6 -1.4 1.1
H 1.974870 -2.102440 -1.624764 -0.5 0.5 0.0
H 4.146312 0.262383 1.351013 -0.4 0.3 0.5
H 2.819508 1.020367 1.710521 1.4 -0.5 0.2
O 3.626377 0.569103 2.118538 -0.5 0.4 -0.7
H -1.972331 0.266809 -4.014305 -0.6 0.7 -1.6
H -1.846085 -0.650987 -2.892873 0.2 -0.5 0.7
O -1.470017 0.163055 -3.232629 0.4 -0.2 0.5
H 2.018998 -1.982786 2.944757 0.2 -0.3 -0.1
H 2.569053 -0.525225 2.954787 0.8 0.1 -0.3
O 1.834759 -1.091837 3.225436 -0.8 0.0 0.6
H -3.561036 2.323438 0.738297 -0.2 0.5 0.5
H -2.803348 1.820829 -0.453312 1.3 0.5 -1.3
O -3.483842 1.578007 0.155902 -1.4 -0.9 0.9
H -1.493401 1.510564 -2.173764 0.0 0.0 -0.1
H -0.634342 1.994804 -1.011573 -0.4 0.3 -0.2
O -1.464689 2.195179 -1.479166 0.6 0.0 0.4
H -0.964152 0.074421 2.325226 0.4 0.2 0.2
H 0.433434 -0.113807 3.036153 0.0 -0.4 0.2
O -0.177313 0.558029 2.674747 -0.4 0.1 -0.1
H -2.359973 -1.210446 0.665877 -0.3 -2.4 -1.6
H -2.770782 0.191273 0.884306 -0.8 1.2 -0.3
O -2.190374 -0.494332 1.214275 0.9 1.1 1.9
```
Forces are in eV/Å.